C5H12NS | ωB97M-V/def2-TZVPD

Gap between HOMO and LUMO   6.35 eV
E_tot   -17700.9595 eV
Highest occupied orbital energy   -2.84 eV
Total charge   -1
Largest force on an atom   0.1090 hartree/bohr
LUMO level   0.1290 hartree

Bonds (Å) are listed after each position.
Cartesian coordinates (Å):
1 C 1.37588 0.66782 -0.60308  N2 1.556, C3 1.802, C7 1.577, H8 1.149, H9 1.190
2 N 0.91525 -0.20771 0.59850  C1 1.556, C3 1.463
3 C -0.29099 0.16021 -0.14288  C1 1.802, N2 1.463, C4 1.479, H11 1.090
4 C -1.14610 1.31560 0.20648  C3 1.479, S5 1.909, H12 1.137, H13 1.050
5 S -2.94950 0.97342 -0.31668  C4 1.909
6 C -2.02608 -2.52689 0.63148  H10 1.101, H14 1.111, H15 1.095, H16 1.130
7 C 2.82172 1.08751 -0.13437  C1 1.577, H17 1.162, H18 1.058, H19 1.104
8 H 1.49883 0.02729 -1.54856  C1 1.149
9 H 1.00565 1.78580 -0.77272  C1 1.190
10 H -2.17854 -1.48495 0.30847  C6 1.101
11 H -0.66142 -0.24683 -1.08402  C3 1.090
12 H -1.23847 1.49423 1.32560  C4 1.137
13 H -0.83811 2.21671 -0.23652  C4 1.050
14 H -1.41560 -3.05107 -0.13523  C6 1.111
15 H -2.94187 -3.12625 0.66365  C6 1.095
16 H -1.36828 -2.61356 1.54611  C6 1.130
17 H 3.23027 1.63280 -1.07561  C7 1.162
18 H 2.77298 1.70871 0.72043  C7 1.058
19 H 3.43437 0.18714 0.04893  C7 1.104

natural (NBO) atomic charge list, values in e, 6 entries:
1 C -0.329
2 N -0.637
3 C 0.241
4 C -0.603
5 S -0.709
6 C -0.872